Record 1
Density functional theory data (ωB97M-V/def2-TZVPD) for a cluster of 3 separate species, C43H70F9N7O4S in total at a distorted geometry.

Summary:
**Lowest unoccupied orbital energy**: -2.25 eV
**Maximum force**: 0.1562 Eh/bohr
**HOMO**: -8.03 eV
**Gap between HOMO and LUMO**: 0.2125 Ha

ORCA input file:
```
! wB97M-V def2-TZVPD RIJCOSX def2/J DEFGRID3
* xyz 0 3
C 5.90021 -5.31920 -2.08866
C 6.11081 -3.69585 -2.17472
N 5.36104 -3.00227 -3.28740
C 4.16550 -2.21429 -2.80219
C 2.68994 -2.96551 -2.92399
C 2.48810 -4.48723 -3.58826
C 1.97132 -4.18193 -5.14990
C 2.48007 -2.79084 -5.86716
N 1.11828 -4.99267 -5.85623
C 1.31439 -2.22626 -2.42821
C -0.15566 -3.00830 -2.55336
N -0.34022 -3.91795 -1.34114
C 1.32500 -0.67928 -1.79035
N -0.02362 -0.12492 -1.42612
C 0.19968 1.27722 -0.93071
C -1.18641 2.11623 -0.51513
C -2.38187 1.14699 0.04588
C -1.95649 0.20152 1.33182
C -3.32877 -0.51263 1.86744
C -3.30456 -2.16425 1.84479
F -4.21587 -2.76523 2.88956
F -1.92096 -2.53432 2.33329
C -3.44201 -2.83948 0.36847
F -2.68071 -2.11002 -0.70398
F -2.76650 -4.18884 0.45426
S -5.15667 -3.12686 -0.28094
F -5.52941 -4.37682 0.82734
F -5.88685 -1.89537 0.64997
F -4.87496 -1.91661 -1.51264
F -4.48015 -4.26955 -1.41620
F -6.69261 -3.40000 -1.00797
C 1.60620 2.07874 -0.77199
C 1.70468 3.65679 -0.22563
C 1.55691 4.67499 -1.51939
O 0.18452 4.69501 -2.10108
N 2.91219 1.44517 -1.15765
C 2.77725 0.04617 -1.68393
C 4.19838 -0.68475 -2.17827
C 5.59413 0.16371 -2.07120
C 6.62732 -0.61909 -0.84683
C 7.05842 0.41753 0.47762
O 5.97511 -0.81748 0.55995
H 6.49534 -5.93597 -2.89833
H 4.75862 -5.65673 -2.03099
H 6.36028 -5.65596 -1.03951
H 5.78066 -3.26046 -1.12417
H 7.27146 -3.52055 -2.39256
H 5.94845 -2.32201 -3.81499
H 1.65931 -5.11462 -3.03638
H 3.51230 -5.04051 -3.70781
H 2.26191 -2.74579 -7.02022
H 3.63421 -2.69773 -5.69174
H 1.95662 -1.83145 -5.38721
H 0.97564 -4.49091 -6.78304
H -0.22625 -3.70466 -3.49707
H -1.03929 -2.21680 -2.67514
H -0.62105 -4.88470 -1.61513
H 0.48765 -3.90052 -0.70643
H -1.58319 2.57029 -1.54546
H -0.97947 3.02929 0.18495
H -3.27624 1.84808 0.40205
H -2.81927 0.47117 -0.80996
H -1.11945 -0.52802 0.96375
H -1.56584 0.92631 2.16982
H -3.50725 -0.21453 3.00985
H -4.22142 -0.05411 1.26639
H 2.79818 3.85569 0.21030
H 0.96844 3.88330 0.65553
H 2.29814 4.27696 -2.36329
H 1.93774 5.76871 -1.26605
H 0.17357 4.00305 -2.84821
H 6.16750 0.03485 -3.08327
H 5.48775 1.26685 -1.70039
H 7.49173 -1.43295 -1.25262
H 6.24076 1.11571 0.93901
H 7.86891 -0.17255 1.12499
C 0.01649 -6.82451 7.64136
C 0.95044 -5.59371 7.48870
C 0.29604 -4.34602 8.14188
C -0.84554 -3.74790 7.32294
C -0.41000 -3.49139 5.88265
C 0.20881 -4.73690 5.19819
N 1.27366 -5.38541 6.03521
O 2.42372 -4.57797 5.96193
C -0.91065 -5.76091 4.87461
C 0.73143 -4.31608 3.78698
C 2.20883 -5.97297 8.33824
H 0.20420 -7.57070 6.86138
H 0.17073 -7.33887 8.59855
H -1.04313 -6.56214 7.62227
H 1.05179 -3.56233 8.29160
H -0.08123 -4.59773 9.14188
H -1.71842 -4.41185 7.34184
H -1.16877 -2.80883 7.77774
H -1.27461 -3.13360 5.30930
H 0.31582 -2.66491 5.88227
H -0.49104 -6.69279 4.47709
H -1.59399 -5.36694 4.11106
H -1.54423 -6.00736 5.72469
H 1.45773 -3.49820 3.82891
H -0.09023 -3.96072 3.15242
H 1.19960 -5.16488 3.26915
H 2.71563 -6.85208 7.92232
H 1.92492 -6.21162 9.37107
H 2.93617 -5.15684 8.40947
C -3.58351 6.44692 -1.65579
C -2.64956 7.67772 -1.80844
C -3.30396 8.92541 -1.15526
C -4.44554 9.52353 -1.97420
C -4.01000 9.78004 -3.41450
C -3.39119 8.53453 -4.09895
N -2.32634 7.88602 -3.26193
O -1.17628 8.69346 -3.33521
C -4.51065 7.51052 -4.42253
C -2.86857 8.95535 -5.51017
C -1.39117 7.29846 -0.95890
H -3.39580 5.70073 -2.43577
H -3.42927 5.93256 -0.69859
H -4.64313 6.70929 -1.67488
H -2.54821 9.70910 -1.00554
H -3.68123 8.67370 -0.15526
H -5.31842 8.85958 -1.95530
H -4.76877 10.46260 -1.51940
H -4.87461 10.13782 -3.98785
H -3.28418 10.60652 -3.41487
H -4.09104 6.57863 -4.82005
H -5.19399 7.90449 -5.18608
H -5.14423 7.26406 -3.57245
H -2.14227 9.77323 -5.46824
H -3.69023 9.31070 -6.14473
H -2.40040 8.10655 -6.02799
H -0.88437 6.41935 -1.37483
H -1.67508 7.05981 0.07392
H -0.66383 8.11459 -0.88767
*
```

Löwdin atomic charge list, values in e, 8 entries:
1 C -0.131
2 C -0.275
3 N -0.067
4 C -0.098
5 C -0.048
6 C -0.096
7 C -0.322
8 C -0.088


Record 2
Density functional theory data (ωB97M-V/def2-TZVPD) for a structure of composition C43H70I2N18Nb at a distorted geometry.

Summary:
**Lowest unoccupied orbital energy**: 1.58 eV
**Maximum force**: 0.0741 Eh/bohr
**HOMO**: -4.99 eV
**Gap between HOMO and LUMO**: 0.2415 Ha

ORCA input file:
```
! wB97M-V def2-TZVPD RIJCOSX def2/J DEFGRID3
* xyz -1 1
C -6.14008 2.40733 -0.21469
C -5.00923 1.33856 -0.28451
C -3.84947 1.80421 -1.23985
Nb -2.29746 3.07322 -0.19643
C -0.71331 1.63053 -0.93937
C -0.57802 4.32899 0.67903
I 0.44335 5.66155 -0.69917
C -0.14479 4.32215 1.95022
C -0.81550 3.45952 3.01055
I 1.49986 5.52927 2.62160
H -7.09060 1.88991 -0.41863
H -6.14356 2.86019 0.78178
H -6.01728 3.15364 -1.00658
H -5.43219 0.41042 -0.69850
H -4.54722 1.14926 0.68947
H -3.36511 0.94732 -1.73414
H -4.24627 2.42856 -2.05960
H -2.49613 2.03662 1.30695
H -3.56680 4.22238 0.48830
H -2.19922 4.08694 -1.73050
H -1.06048 0.59405 -1.05856
H -0.28295 1.97359 -1.89330
H 0.13820 1.59675 -0.23238
H -0.14652 3.43844 3.88746
H -0.94889 2.42373 2.69593
H -1.74688 3.92093 3.35826
C -2.26075 -0.65078 -4.55545
C -1.84950 0.71551 -4.23494
N -1.53181 1.78804 -3.98343
H -2.70428 -0.67996 -5.54904
H -1.39625 -1.31219 -4.53103
H -2.99403 -0.99443 -3.82715
C 3.53324 1.11501 -0.86228
C 2.86758 -0.02073 -0.21914
N 2.34124 -0.90734 0.28345
H 3.14165 1.25217 -1.86871
H 3.35775 2.02563 -0.28986
H 4.60422 0.93014 -0.92089
C 3.75331 -3.40514 -3.11556
C 4.46953 -2.21113 -2.68624
N 5.08374 -1.29635 -2.36333
H 4.48166 -4.13227 -3.48882
H 3.21488 -3.83901 -2.27366
H 3.04378 -3.15772 -3.90298
C -7.48946 -1.95181 1.15916
C -7.36123 -2.33159 -0.25114
N -7.25987 -2.63475 -1.35424
H -6.56007 -1.51323 1.51319
H -8.28791 -1.22687 1.27597
H -7.71744 -2.83132 1.75765
C 4.92558 -4.90371 -6.69810
C 3.68287 -4.24232 -6.30427
N 2.70667 -3.72476 -5.99680
H 5.77821 -4.29796 -6.39520
H 4.99138 -5.87627 -6.21649
H 4.94603 -5.03495 -7.77886
C -1.00802 1.66627 7.27708
C -2.20042 1.93973 6.47372
N -3.13458 2.15492 5.84340
H -0.84757 2.47650 7.98421
H -1.13711 0.73443 7.82592
H -0.13555 1.58371 6.63317
C 8.28183 -1.86168 -1.66026
C 8.92242 -3.03302 -2.25727
N 9.42227 -3.95712 -2.72065
H 7.31356 -1.69963 -2.12849
H 8.14336 -2.01441 -0.59158
H 8.89816 -0.97825 -1.81351
C -3.37514 -2.10339 3.27097
C -4.57629 -1.34765 3.65841
N -5.51206 -0.73592 3.93672
H -2.48118 -1.55328 3.55837
H -3.37332 -3.07123 3.77012
H -3.36195 -2.25988 2.19282
C 11.90445 -0.62107 0.10966
C 10.61674 0.06291 0.23379
N 9.60962 0.60396 0.33514
H 11.76790 -1.69296 0.24223
H 12.32688 -0.43571 -0.87629
H 12.59241 -0.25235 0.86817
C -9.33662 1.75104 2.96353
C -8.20898 0.82358 3.08116
N -7.30688 0.11540 3.19748
H -9.06441 2.72389 3.37030
H -9.61408 1.87052 1.91773
H -10.19370 1.36456 3.51414
C -7.38218 -6.33363 2.71012
C -7.73683 -5.04404 3.30368
N -8.01252 -4.03268 3.77010
H -8.24278 -6.99947 2.73258
H -7.06890 -6.19040 1.67721
H -6.56605 -6.78586 3.27048
C 7.39892 0.35869 -4.87320
C 8.58386 -0.49871 -4.93583
N 9.50959 -1.17818 -4.97053
H 7.65944 1.33979 -4.46560
H 6.98222 0.48286 -5.87243
H 6.64841 -0.10020 -4.22838
C 7.98378 -6.72826 -3.66159
C 6.60852 -6.23414 -3.62845
N 5.53184 -5.83687 -3.59334
H 7.98903 -7.81075 -3.54288
H 8.44550 -6.46925 -4.61232
H 8.55661 -6.27305 -2.85572
C -1.37435 5.14207 -4.82974
C -0.51066 6.10511 -5.51614
N 0.16614 6.86036 -6.05476
H -2.28208 5.63537 -4.48811
H -1.64089 4.33493 -5.50885
H -0.85553 4.72289 -3.96843
C -11.28855 0.01199 6.47229
C -12.44795 0.28359 5.61922
N -13.35230 0.49773 4.94683
H -11.13256 0.84228 7.15844
H -11.45720 -0.89751 7.04537
H -10.39780 -0.11535 5.85849
C 5.66854 4.28884 -2.88864
C 6.86061 3.44303 -2.97641
N 7.79537 2.78011 -3.04496
H 5.93559 5.26153 -2.48052
H 5.23717 4.42389 -3.87878
H 4.93000 3.82167 -2.23949
C 0.57378 6.07328 6.85520
C 1.10071 4.70979 6.88084
N 1.51226 3.63903 6.88256
H 0.74417 6.55403 7.81721
H 1.07327 6.64405 6.07420
H -0.49517 6.05105 6.65010
C 1.38381 -3.72645 1.39343
C 0.69999 -4.84982 2.04035
N 0.16417 -5.72961 2.54664
H 1.00125 -3.59038 0.38461
H 1.21733 -2.81277 1.95791
H 2.45299 -3.92181 1.34457
*
```

Löwdin atomic charge list, values in e, 8 entries:
1 C -0.145
2 C -0.362
3 C -0.429
4 Nb 1.369
5 C -0.375
6 C -0.921
7 I 0.530
8 C -0.934


Record 3
Density functional theory data (ωB97M-V/def2-TZVPD) for a cluster of 9 separate species, C43H75BCl17N4O4S2 in total at a distorted geometry.

Summary:
**Lowest unoccupied orbital energy**: -2.62 eV
**Maximum force**: 0.0620 Eh/bohr
**HOMO**: -10.34 eV
**Gap between HOMO and LUMO**: 0.2835 Ha

ORCA input file:
```
! wB97M-V def2-TZVPD RIJCOSX def2/J DEFGRID3
* xyz 1 1
C 1.74364 0.87132 5.18743
C 1.64736 -0.66442 5.07763
Cl -0.10208 -1.16174 5.03783
C 2.50217 -1.31338 3.96759
C 2.17928 -0.92389 2.50571
C 2.46291 0.54030 1.97317
B 3.86799 0.55896 1.18337
O 4.16082 -0.31769 0.12134
N 4.89854 1.55236 1.57501
C 6.19351 0.82852 1.51710
C 4.91151 2.58410 0.50518
C 1.19214 0.89767 1.07171
C 1.36960 0.98526 -0.45543
O 0.16974 1.12938 -1.19156
O 0.12033 0.14149 -2.19864
N 0.18070 0.00654 1.68615
C -1.25594 0.08450 1.31194
C -1.93604 1.41439 1.67124
C -1.94487 1.69167 3.21394
O -1.35620 2.54189 1.05320
C -2.29677 3.54589 0.67330
C -2.11124 3.81376 -0.83421
C -0.78957 4.05985 -1.25525
C -0.49645 4.28210 -2.59898
C -1.57860 4.21836 -3.51041
C -2.87980 3.99622 -3.10015
C -3.16714 3.78768 -1.73525
C 0.77544 -1.35702 1.88419
C 1.21796 -2.16443 0.64051
C 0.09104 -2.62446 -0.32002
C 0.78812 -3.17005 -1.62243
S 0.54550 -4.96663 -1.86601
C -1.04875 -5.08854 -2.69601
S -1.38911 -4.40738 -4.11941
N -2.03982 -5.83016 -1.98903
C -3.30113 -5.31072 -1.70306
C -3.86130 -6.36268 -0.98769
N -3.02655 -7.45482 -0.87129
C -1.93242 -7.09119 -1.50207
H 1.28635 1.41159 4.34706
H 1.16205 1.15718 6.08308
H 2.77540 1.19944 5.39674
H 2.03626 -1.05277 6.03405
H 2.43805 -2.41235 4.01984
H 3.55566 -1.04066 4.15420
H 2.90210 -1.52490 1.92657
H 2.60177 1.36672 2.68168
H 4.03974 0.15785 -0.71360
H 6.09019 -0.22705 1.82825
H 6.94928 1.27680 2.18489
H 6.63384 0.81328 0.50007
H 3.89035 3.00548 0.43118
H 5.26506 2.19408 -0.47031
H 5.56926 3.42720 0.76724
H 1.02120 1.94362 1.37312
H 1.96794 1.90141 -0.64677
H 1.94203 0.16295 -0.91113
H -0.82877 0.03720 -2.37604
H 0.19493 0.33620 2.66489
H -1.45426 -0.12614 0.25448
H -1.78996 -0.70343 1.87282
H -3.00610 1.28313 1.40969
H -2.41269 2.67894 3.33658
H -2.44089 0.89528 3.78589
H -0.87510 1.82453 3.50253
H -2.11342 4.49814 1.20591
H -3.35313 3.28309 0.85069
H 0.01049 4.05711 -0.50604
H 0.54556 4.43965 -2.87676
H -1.36584 4.35293 -4.57266
H -3.71006 3.95582 -3.81086
H -4.18789 3.59497 -1.38965
H 0.19840 -2.04928 2.50709
H 1.67888 -3.08737 1.03713
H 2.00403 -1.68159 0.04084
H -0.50954 -3.44890 0.09902
H -0.56751 -1.81160 -0.65389
H 1.87829 -3.01330 -1.60929
H 0.37077 -2.68091 -2.51800
H -3.67198 -4.34161 -1.97892
H -4.86637 -6.35480 -0.57089
H -1.04939 -7.71719 -1.62422
Cl -0.66178 4.69254 -6.96848
C 0.13331 3.14275 -7.34402
C -0.68903 2.29321 -8.28081
Cl -2.17877 1.69462 -7.50733
H 0.32798 2.62676 -6.40534
H 1.09013 3.38209 -7.80685
H -0.11522 1.41812 -8.58344
H -0.97147 2.84420 -9.17526
Cl 5.36312 5.53814 -1.26111
C 6.86908 6.48860 -1.15262
C 8.07466 5.61995 -0.89192
Cl 8.04802 4.90408 0.74077
H 6.73931 7.23669 -0.37367
H 6.98672 7.00428 -2.10483
H 8.98123 6.21974 -0.95951
H 8.14563 4.80883 -1.61349
Cl 5.17246 -3.62859 0.60143
C 4.95861 -5.25789 1.29689
C 3.51178 -5.54770 1.60209
Cl 2.90576 -4.54074 2.94486
H 5.57859 -5.33148 2.18778
H 5.32977 -5.97120 0.56216
H 3.39296 -6.58681 1.90533
H 2.87807 -5.37116 0.73414
Cl -7.39670 -1.81494 -1.92732
C -7.83114 -3.08783 -3.09918
C -7.42803 -4.46162 -2.62210
Cl -5.65492 -4.67203 -2.58468
H -7.36440 -2.84372 -4.05105
H -8.91201 -3.04435 -3.22754
H -7.82122 -5.21788 -3.30144
H -7.81021 -4.66648 -1.62414
Cl -2.80196 -6.19142 -7.06558
C -3.12045 -7.79944 -6.36517
C -4.57952 -8.00122 -6.03804
Cl -5.11402 -6.97090 -4.68530
H -2.49478 -7.91336 -5.48177
H -2.80514 -8.53422 -7.10509
H -4.74947 -9.03389 -5.73522
H -5.21371 -7.78738 -6.89585
Cl -0.86540 6.65004 -3.31570
C -0.78746 8.41242 -3.63725
C -2.07610 9.10840 -3.27549
Cl -3.41233 8.65016 -4.36268
H -0.53716 8.55523 -4.68692
H 0.02868 8.81201 -3.03476
H -1.95178 10.18704 -3.36368
H -2.37942 8.88088 -2.25538
Cl -3.66032 -5.24669 8.44599
C -2.59325 -3.84005 8.22093
C -1.78790 -3.93294 6.94805
Cl -0.56823 -5.23002 7.01418
H -1.94958 -3.76049 9.09458
H -3.23347 -2.95879 8.18631
H -1.24678 -3.00168 6.78376
H -2.42562 -4.11533 6.08502
Cl 1.11646 3.79318 7.70237
C -0.48260 4.34753 7.14734
C -0.90308 3.67007 5.86696
Cl 0.09751 4.17622 4.47864
H -0.44579 5.42882 7.03383
H -1.19348 4.11062 7.93807
H -1.93232 3.93594 5.62798
H -0.84066 2.58588 5.94959
*
```

Löwdin atomic charge list, values in e, 8 entries:
1 C -0.129
2 C -0.649
3 Cl 0.663
4 C -0.167
5 C -0.196
6 C -0.042
7 B -0.533
8 O 0.095